#one
{
  "formula": "C4H15NO3",
  "method": "ωB97M-V/def2-TZVPD",
  "symbols": ["C", "C", "C", "C", "N", "H", "H", "H", "H", "H", "H", "H", "H", "H", "H", "H", "O", "H", "H", "O", "H", "H", "O"],
  "coordinates": [[0.12, 0.35, 1.26], [-0.52, -0.48, 0.26], [-0.26, -0.28, -1.07], [-2.13, -1.65, 1.93], [-1.27, -1.59, 0.67], [0.70, -0.31, 1.94], [-0.60, 1.02, 1.94], [0.73, 1.11, 1.01], [0.51, 0.44, -1.30], [-0.84, -0.62, -1.91], [-2.93, -0.91, 1.77], [-1.65, -1.61, 2.88], [-2.74, -2.61, 1.95], [-1.67, -2.01, -0.15], [1.35, 3.51, 0.16], [0.04, 3.59, -0.58], [0.73, 4.10, -0.30], [3.35, 3.19, 0.57], [3.81, 1.75, 0.29], [3.07, 2.30, 0.37], [0.28, -2.65, -3.23], [-0.22, -3.75, -4.20], [0.14, -2.89, -4.23]],
  "spin_multiplicity": 2,
  "charge": 1,
  "s_squared": 0.771,
  "orbital_gap_ha": [0.380, 0.246]
}

#two
{
  "formula": "C4H15NO3",
  "method": "ωB97M-V/def2-TZVPD",
  "symbols": ["C", "C", "C", "C", "N", "H", "H", "H", "H", "H", "H", "H", "H", "H", "H", "H", "O", "H", "H", "O", "H", "H", "O"],
  "coordinates": [[1.42, 0.04, -1.76], [0.20, 0.78, -1.29], [-0.93, -0.12, -0.69], [-3.12, 0.85, -1.14], [-2.09, 0.73, -0.45], [2.15, 0.78, -2.16], [2.21, -0.36, -1.07], [1.19, -0.86, -2.31], [-0.20, 1.30, -2.18], [0.45, 1.57, -0.59], [-0.53, -0.48, 0.27], [-1.18, -1.01, -1.28], [-3.21, 0.49, -2.19], [-4.06, 1.27, -0.72], [-2.50, 2.40, 1.84], [-1.80, 1.48, 1.15], [-1.89, 1.69, 2.12], [1.33, -3.32, 2.05], [2.36, -2.53, 1.20], [1.44, -2.79, 1.25], [3.65, -0.40, 2.91], [2.15, -0.52, 2.38], [2.93, -1.00, 2.67]],
  "spin_multiplicity": 2,
  "charge": 1,
  "s_squared": 0.758,
  "orbital_gap_ha": [0.311, 0.174]
}

Which of them is the most stable, and which is the least stable? #one and #two, in that order.